1.
Below is a molecular structure, C34H28LaN8O4 in a non-equilibrium geometry, with properties calculated with ωB97M-V/def2-TZVPD.

Structure (XYZ):
```
75
Properties=species:S:1:pos:R:3:forces:R:3
La -0.2101 0.3748 0.4880 0.2 0.0 -0.3
O -0.9143 0.8911 2.6635 -0.1 0.3 -0.4
C -0.3642 1.5526 3.6276 -0.5 -0.8 0.8
C -0.5900 1.1083 4.9587 0.8 0.8 -0.7
C 0.0605 1.6654 6.0380 -1.8 -1.6 0.6
C 0.8276 2.7884 5.9173 1.3 1.0 -0.3
C 0.9871 3.3151 4.6272 -0.4 -1.2 1.1
C 0.4328 2.6942 3.4834 0.2 1.3 0.5
C 0.6036 3.4511 2.2609 1.5 0.6 -0.3
N 0.3015 3.1353 1.0663 -0.3 -0.6 0.5
C 0.6036 4.0425 -0.0074 0.7 -0.7 -0.9
C 1.1887 3.2527 -1.1842 0.9 0.0 -0.2
N 0.1912 2.2299 -1.4917 0.6 0.1 -1.0
C -0.2437 2.1228 -2.6855 -0.9 0.3 -1.2
C -1.2877 1.2118 -3.1447 -0.7 -0.6 -0.6
C -1.5370 1.0501 -4.5576 1.5 0.8 1.9
C -2.4048 0.1391 -5.0658 -0.1 0.1 -1.5
C -3.2240 -0.5039 -4.1419 -1.2 -1.4 -2.0
C -3.1214 -0.3114 -2.8400 -0.9 0.0 2.4
C -2.1415 0.5073 -2.2704 0.2 0.3 1.9
O -2.1063 0.5755 -0.9576 0.4 0.1 -0.9
H -1.3023 0.3324 5.0183 -0.5 -1.0 0.4
H -0.1748 1.2020 7.0131 0.4 0.5 -0.4
H 1.3161 3.1705 6.8352 -0.2 0.1 -1.0
H 1.5661 4.1973 4.5137 0.4 0.7 -0.3
H 1.2258 4.3713 2.4146 -0.7 -0.3 -0.1
H 1.2761 4.8948 0.1961 -0.5 -0.2 0.4
H -0.3314 4.2756 -0.4814 -0.8 1.2 0.3
H 2.1543 2.7575 -0.9000 -0.8 0.5 -0.2
H 1.4057 3.9831 -2.0314 -0.3 -0.9 0.7
H 0.0292 2.7643 -3.5748 0.6 -0.1 1.2
H -0.9002 1.7064 -5.1176 0.2 0.0 -0.9
H -2.4681 -0.0674 -6.1587 -0.1 0.3 1.0
H -4.0023 -1.2160 -4.4298 0.3 0.2 -0.4
H -3.8454 -0.7577 -2.1453 0.5 0.0 -0.3
C -0.3745 -2.4666 -3.6540 0.2 0.2 1.1
C 0.2853 -1.7152 -2.4818 -0.3 -0.7 -2.1
N -0.2036 -1.7541 -1.3056 0.8 0.7 0.8
N -1.2322 -2.5701 -1.0884 -1.7 -1.4 0.7
C -1.5931 -2.6415 0.2031 1.7 1.8 -0.5
O -1.0361 -1.9223 1.1142 -0.8 -0.7 -0.3
C -2.6966 -3.5578 0.5633 -0.3 -0.6 -0.3
C -3.3734 -4.2982 -0.4091 0.6 0.1 -1.4
C -4.3888 -5.1987 -0.1444 -0.5 0.2 -0.1
C -4.8429 -5.2986 1.1799 0.1 0.4 -0.5
C -4.2451 -4.4652 2.1498 0.3 -0.6 0.7
C -3.1071 -3.6721 1.8740 -0.7 0.4 0.5
C 1.5469 -0.9944 -2.6916 1.8 1.0 1.9
C 2.4891 -1.2572 -3.6946 -0.7 1.3 -0.4
C 3.6924 -0.5118 -3.7535 -0.9 0.5 1.9
C 4.0191 0.3842 -2.6915 -1.0 -2.0 -0.7
C 3.0849 0.4359 -1.6200 0.7 0.6 -1.5
N 1.9110 -0.1433 -1.6501 -1.0 -1.2 -0.6
H -1.0229 -3.1863 -3.1566 0.1 -0.3 -0.3
H 0.3207 -2.9436 -4.3525 -0.1 0.2 0.2
H -1.0512 -1.7912 -4.1730 0.2 0.1 -0.2
H -3.0491 -4.1165 -1.4400 -0.1 -0.2 0.4
H -4.9277 -5.7218 -0.9845 0.8 0.5 1.1
H -5.6959 -5.9865 1.3023 0.5 0.6 0.7
H -4.5960 -4.4661 3.1925 0.0 -0.2 -0.6
H -2.5760 -3.0290 2.6160 -0.7 -0.8 -0.5
H 2.1600 -1.8464 -4.5512 0.4 -0.1 0.3
H 4.3172 -0.6790 -4.6024 0.5 0.1 -0.3
H 4.9820 0.8746 -2.6478 -0.2 0.2 0.0
H 3.2591 1.1014 -0.7886 0.3 -0.1 0.3
N 2.9636 -0.9832 3.3047 -0.1 1.5 -0.6
C 2.8322 0.2096 2.5940 -1.4 -1.2 -1.1
O 1.9043 0.2266 1.6825 1.9 0.4 1.5
C 3.7408 1.2668 2.8337 0.7 -0.1 0.7
C 4.7193 1.2716 3.9026 -0.8 -0.1 -0.4
N 5.4797 1.3192 4.7747 -0.2 -0.2 -0.3
C 3.7805 2.3871 1.9776 -0.4 -2.2 1.4
N 3.8028 3.2589 1.2529 0.1 2.2 -1.8
H 2.1092 -1.5427 3.3535 0.7 0.3 0.2
H 3.6118 -0.8829 4.0737 -0.4 -0.6 0.3
```
Positions in Å, forces in eV/Å.

Its relative energy (zero: lowest compared OMol25 entry of this formula, charge and spin) is 70.9 kJ/mol. The LUMO energy comes out at 2.024 eV. For the HOMO energy, the calculation gives -5.18 eV. As for the net charge: -1. The calculation puts the largest force on an atom at 2.88 eV/A. The value obtained for the orbital gap is 7.21 eV.

Partial charges, Mulliken, in e:
1 La 2.22
2 O -0.53
3 C 0.61
4 C -0.73
5 C -0.34
6 C -0.86
7 C -0.51
8 C 0.73
9 C -0.51
10 N 0.19
11 C -1.15
12 C -0.26
13 N 0.30
14 C -0.75
15 C 0.41
16 C -0.52
17 C -1.04
18 C -0.12
19 C -0.19
20 C 0.92
21 O -1.07
22 H 0.51
23 H 0.32
24 H 0.30
25 H 0.36
26 H 0.08
27 H 0.47
28 H 0.35
29 H -0.20
30 H 0.43
31 H 0.07
32 H 0.35
33 H 0.28
34 H 0.32
35 H 0.33
36 C -1.40
37 C 0.79
38 N 0.50
39 N -0.79
40 C 0.27
41 O -0.90
42 C 0.31
43 C -0.03
44 C -0.62
45 C -0.28
46 C -0.63
47 C -0.29
48 C 0.16
49 C -0.87
50 C -0.40
51 C -1.40
52 C -0.16
53 N 0.57
54 H 0.25
55 H 0.54
56 H 0.10
57 H 0.24
58 H 0.30
59 H 0.32
60 H 0.35
61 H 0.40
62 H 0.26
63 H 0.46
64 H 0.44
65 H 0.60
66 N -0.53
67 C 0.62
68 O -0.12
69 C 0.56
70 C -0.74
71 N -0.59
72 C 0.13
73 N -0.69
74 H 0.23
75 H 0.24

=====

2.
Below is a molecular structure, C32H37BrFeGeNO2PSSe2, with properties calculated with ωB97M-V/def2-TZVPD.

Structure (XYZ):
```
79
Properties=species:S:1:pos:R:3:forces:R:3
Fe 0.5846 -0.6038 -0.4556 0.3 -0.2 0.0
S -0.8979 -0.5927 1.3169 -0.3 -0.4 0.1
C -1.7086 -1.6913 0.1800 -0.1 0.3 0.3
C -2.5595 -2.7178 0.5349 -0.1 0.0 -0.3
C -3.0005 -3.5396 -0.4919 0.0 0.0 -0.1
C -2.5620 -3.3119 -1.7931 -0.1 0.0 0.1
C -1.6810 -2.2755 -2.0395 0.0 0.2 -0.1
N -1.2736 -1.4575 -1.0632 0.2 -0.3 0.1
H -2.8419 -2.8686 1.5667 0.0 0.0 0.0
H -3.6695 -4.3632 -0.2803 0.0 0.0 0.0
H -2.8855 -3.9471 -2.6052 0.0 0.0 0.0
H -1.2802 -2.0797 -3.0259 0.0 0.0 0.0
Se 2.4752 -0.2592 0.9863 0.1 0.0 -0.2
P 3.0989 -2.2651 0.3839 0.0 0.0 -0.1
Se 1.3295 -2.9230 -0.7027 0.0 0.1 0.2
C 4.5625 -2.2274 -0.6619 0.0 0.0 0.0
C 5.2365 -3.4226 -0.9138 0.0 -0.1 0.0
C 6.3211 -3.4332 -1.7729 0.0 0.0 0.0
C 6.7369 -2.2547 -2.3817 0.0 0.0 0.0
C 6.0665 -1.0660 -2.1329 0.0 0.0 0.0
C 4.9769 -1.0500 -1.2751 0.0 0.0 0.0
C 3.5031 -3.3197 1.7799 0.1 0.0 0.1
C 4.7376 -3.1453 2.4081 0.0 0.0 0.0
C 5.0591 -3.9084 3.5166 0.0 0.0 0.0
C 4.1548 -4.8496 3.9965 0.0 0.0 0.0
C 2.9290 -5.0240 3.3717 0.0 0.0 0.0
C 2.5976 -4.2557 2.2653 0.0 0.0 0.0
H 4.9193 -4.3430 -0.4375 0.0 0.0 0.0
H 6.8459 -4.3589 -1.9674 0.0 0.0 0.0
H 7.5878 -2.2652 -3.0500 0.0 0.0 0.0
H 6.3916 -0.1482 -2.6045 0.0 0.0 0.0
H 4.4500 -0.1246 -1.0802 0.0 0.0 0.0
H 5.4490 -2.4209 2.0290 0.0 0.0 0.0
H 6.0152 -3.7749 4.0045 0.0 0.0 0.0
H 4.4120 -5.4495 4.8596 0.0 0.0 0.0
H 2.2287 -5.7600 3.7437 0.0 0.0 0.0
H 1.6422 -4.3838 1.7721 0.0 0.0 0.0
C -4.2559 3.3089 4.8203 0.0 0.0 0.0
C -4.2239 2.7535 3.4035 0.0 0.0 0.0
C -3.9198 1.2600 3.3716 0.0 0.0 0.0
C -3.8637 0.6923 1.9504 -0.1 0.0 0.0
Ge -2.2767 1.2805 0.9641 0.1 0.0 0.1
C -2.5292 1.6584 -0.9366 0.0 0.0 0.0
C -4.0066 1.8494 -1.2824 0.0 0.0 0.0
C -4.5916 3.1181 -0.6712 0.0 0.0 0.0
C -6.0911 3.2479 -0.8930 -0.1 0.0 0.0
H -4.4918 4.3727 4.8331 0.0 0.0 0.0
H -3.2904 3.1772 5.3130 0.0 0.0 0.0
H -5.0074 2.7958 5.4233 0.0 0.0 0.0
H -3.4764 3.2990 2.8155 0.0 0.0 0.0
H -5.1855 2.9302 2.9103 0.0 0.0 0.0
H -4.6903 0.7324 3.9409 0.0 0.0 0.0
H -2.9757 1.0683 3.8940 0.0 0.0 0.0
H -4.7534 0.9899 1.3889 0.0 0.0 0.0
H -3.8639 -0.4000 1.9646 0.0 0.0 0.0
H -1.4313 2.2873 1.7504 0.0 0.0 0.0
H -2.0768 0.8612 -1.5240 0.0 0.0 0.0
H -1.9570 2.5639 -1.1501 0.0 0.0 0.0
H -4.5895 0.9805 -0.9563 0.0 0.0 0.0
H -4.1190 1.8903 -2.3695 0.0 0.0 0.0
H -4.0721 3.9841 -1.0917 0.0 0.0 0.0
H -4.3820 3.1428 0.4059 0.0 0.0 0.0
H -6.3332 3.2308 -1.9573 0.0 0.0 0.0
H -6.4793 4.1791 -0.4808 0.0 0.0 0.0
H -6.6318 2.4238 -0.4210 0.0 0.0 0.0
Br 3.6058 2.9373 -6.1186 0.0 0.0 0.0
C 2.6540 3.2232 -4.5160 0.0 0.0 0.1
C 2.3911 4.5195 -4.0942 0.0 0.0 0.0
C 1.6953 4.7342 -2.9127 0.0 0.0 0.0
C 1.2622 3.6598 -2.1534 0.0 0.0 0.0
C 1.5301 2.3678 -2.5913 0.0 0.0 -0.1
C 2.2276 2.1380 -3.7740 0.0 0.0 0.0
C 1.0871 1.2168 -1.7958 -0.2 0.0 0.2
O 1.3187 0.0168 -2.1472 0.0 -0.2 -0.2
O 0.4546 1.3493 -0.6968 0.1 0.2 -0.1
H 2.7324 5.3561 -4.6886 0.0 0.0 0.0
H 1.4972 5.7463 -2.5869 0.0 0.0 0.0
H 0.7285 3.8122 -1.2252 0.0 0.0 0.0
H 2.4295 1.1258 -4.0961 0.0 0.0 0.0
```
Positions in Å, forces in eV/Å.

Its relative energy (zero: lowest compared OMol25 entry of this formula, charge and spin) is 0.0 kJ/mol. The LUMO energy (alpha / beta) comes out at -3.547 / -2.965 eV. For the HOMO energy (alpha / beta), the calculation gives -11.13 / -11.04 eV. The multiplicity is 2. As for the net charge: +1. The calculation puts the largest force on an atom at 0.45 eV/A. The value obtained for the orbital gap (alpha / beta) is 7.58 / 8.07 eV. The expectation value of S² is 0.874.

Partial charges, Mulliken, in e:
1 Fe 0.12
2 S -0.51
3 C 1.18
4 C -0.88
5 C -0.32
6 C -0.81
7 C -0.51
8 N -0.07
9 H 0.56
10 H 0.45
11 H 0.46
12 H 0.54
13 Se -0.33
14 P 1.24
15 Se -0.33
16 C 0.52
17 C -0.42
18 C -0.71
19 C -0.45
20 C -0.72
21 C -0.31
22 C 0.54
23 C -0.37
24 C -0.69
25 C -0.44
26 C -0.65
27 C -0.40
28 H 0.40
29 H 0.41
30 H 0.40
31 H 0.43
32 H 0.19
33 H 0.41
34 H 0.41
35 H 0.40
36 H 0.41
37 H 0.26
38 C -1.50
39 C 0.11
40 C -0.84
41 C -0.63
42 Ge 0.40
43 C -0.31
44 C -1.06
45 C 0.17
46 C -1.54
47 H 0.39
48 H 0.34
49 H 0.35
50 H 0.13
51 H 0.29
52 H 0.44
53 H 0.32
54 H 0.39
55 H 0.45
56 H -0.01
57 H 0.00
58 H 0.40
59 H 0.23
60 H 0.62
61 H 0.44
62 H -0.08
63 H 0.38
64 H 0.40
65 H 0.33
66 Br -0.16
67 C -0.27
68 C -0.29
69 C -0.86
70 C -0.41
71 C 0.39
72 C -0.27
73 C 1.42
74 O -0.89
75 O -0.63
76 H 0.43
77 H 0.41
78 H 0.49
79 H 0.62

=====

3.
Below is CH4N2S in the gas phase in a non-equilibrium geometry, with properties calculated with ωB97M-V/def2-TZVPD.

Structure (XYZ):
```
8
Properties=species:S:1:pos:R:3:forces:R:3
C -0.6528 -0.4008 0.4794 -0.5 -0.5 -2.1
N -0.9523 0.9206 0.0820 0.7 0.4 0.5
N 0.4953 -0.3781 -0.3397 0.2 1.1 -3.0
S 1.9587 0.0850 0.1148 0.7 0.5 1.2
H -0.4080 -0.6885 1.4237 -0.1 -0.1 3.3
H -1.2367 -1.1155 -0.0432 -1.2 -1.0 0.3
H -1.5883 0.8668 -0.7175 0.3 -0.1 0.0
H 2.3841 0.7106 -0.9995 -0.1 -0.3 -0.2
```
Positions in Å, forces in eV/Å.

Its relative energy (zero: lowest compared OMol25 entry of this formula, charge and spin) is 439.7 kJ/mol. The LUMO energy (alpha / beta) comes out at -0.374 / -0.172 eV. For the HOMO energy (alpha / beta), the calculation gives -9.08 / -8.58 eV. The calculation puts the largest force on an atom at 3.28 eV/A. The value obtained for the orbital gap (alpha / beta) is 8.71 / 8.41 eV.

Partial charges, natural (NBO), in e:
1 C -0.13
2 N -0.47
3 N -0.52
4 S 0.34
5 H 0.17
6 H 0.18
7 H 0.32
8 H 0.11

=====

4.
Below is 2 unconnected molecules or ions with the total composition C3H2INS in a non-equilibrium geometry, with properties calculated with ωB97M-V/def2-TZVPD.

Structure (XYZ):
```
8
Properties=species:S:1:pos:R:3:forces:R:3
C 0.6405 0.3592 -0.7803 0.2 1.5 1.7
C 0.4352 0.2814 0.6573 -0.7 -0.6 0.7
C 0.4016 -0.8935 -1.0917 0.4 -2.4 -3.8
N 0.2330 -0.9428 1.1380 -0.3 1.3 2.0
S 0.1698 -2.1125 0.0110 0.2 1.0 -0.6
I -3.0637 1.0417 0.0684 0.1 0.0 0.0
H 0.9995 1.2078 -1.3972 -0.7 -0.8 0.5
H 0.1843 1.0586 1.3946 0.9 0.0 -0.5
```
Positions in Å, forces in eV/Å.

Its relative energy (zero: lowest compared OMol25 entry of this formula, charge and spin) is 339.5 kJ/mol. The LUMO energy (alpha / beta) comes out at -1.049 / -3.199 eV. For the HOMO energy (alpha / beta), the calculation gives -9.91 / -9.55 eV. The calculation puts the largest force on an atom at 4.54 eV/A. The value obtained for the orbital gap (alpha / beta) is 8.86 / 6.35 eV.

Partial charges, natural (NBO), in e:
1 C -0.43
2 C 0.01
3 C -0.09
4 N -0.62
5 S 0.66
6 I -0.01
7 H 0.26
8 H 0.22

=====

5.
Below is 2 unconnected molecules or ions with the total composition C5H13O3 in a non-equilibrium geometry, with properties calculated with ωB97M-V/def2-TZVPD.

Structure (XYZ):
```
21
Properties=species:S:1:pos:R:3:forces:R:3
C -1.6963 0.8774 2.1666 -2.0 1.3 1.2
O -2.5509 0.3644 3.2594 1.7 -1.4 0.9
C -0.5454 0.0012 1.8982 0.0 -0.7 -0.6
C -0.7388 -0.5702 0.4374 2.2 -2.5 0.3
C 0.1336 0.1319 -0.6498 -0.3 -2.8 -1.1
C 1.5016 -0.8080 -0.6944 -2.0 2.3 -1.9
O 2.1442 -0.6162 -1.8195 2.0 0.8 -0.9
H -2.2899 0.9823 1.2020 0.3 0.1 1.7
H -1.4477 1.8378 2.6125 0.4 0.6 -0.8
H -1.8757 -0.0281 3.9377 -2.0 1.1 -1.9
H 0.3762 0.5696 1.8374 0.2 0.2 0.0
H -0.4049 -0.6544 2.8544 -0.2 0.3 -2.1
H -0.3053 -1.5963 0.5460 0.0 0.5 -0.4
H -1.6715 -0.8559 -0.0097 -1.4 0.6 0.8
H 0.2412 1.1346 -0.3306 0.8 1.3 0.1
H -0.2383 0.1468 -1.7966 0.3 -0.3 2.8
H 1.1831 -1.8286 -0.7004 -1.0 -1.2 0.8
H 1.9434 -0.5667 0.2615 1.0 0.1 1.0
H 1.9338 0.1936 -3.2965 0.0 -0.5 0.0
H 0.7832 1.0474 -3.8858 3.1 -2.1 -1.4
O 1.6372 0.4798 -4.2124 -3.2 2.5 1.5
```
Positions in Å, forces in eV/Å.

Its relative energy (zero: lowest compared OMol25 entry of this formula, charge and spin) is 243.0 kJ/mol. The LUMO energy comes out at 3.207 eV. For the HOMO energy, the calculation gives -2.98 eV. As for the net charge: -1. The calculation puts the largest force on an atom at 4.30 eV/A. The value obtained for the orbital gap is 6.19 eV.

Partial charges, natural (NBO), in e:
1 C -0.07
2 O -0.75
3 C -0.43
4 C -0.44
5 C -0.45
6 C 0.03
7 O -0.95
8 H 0.19
9 H 0.16
10 H 0.45
11 H 0.22
12 H 0.18
13 H 0.19
14 H 0.21
15 H 0.17
16 H 0.19
17 H 0.09
18 H 0.07
19 H 0.52
20 H 0.43
21 O -1.00

=====

Q: largest force on an atom of number 5 (C5H13O3)?
A: 4.30 eV/A

=====

Q: Which of these has the lowest relative energy (zero: lowest compared OMol25 entry of this formula, charge and spin)?
A: C32H37BrFeGeNO2PSSe2